Entry from OMol25: a 4-piece molecular cluster, C36H68BF9N9O6P overall at a distorted geometry (ωB97M-V/def2-TZVPD).

Structure (XYZ):
```
130
Properties=species:S:1:pos:R:3:mulliken_spin:R:1
P 1.29616 -1.60816 -4.01725 0.00
F -5.30119 1.86363 -1.24852 0.00
F -4.14919 3.96833 -2.72063 0.00
F -2.74495 1.42641 -3.59106 0.00
F -6.02302 -0.63318 -2.65898 0.00
F -3.86138 -0.88159 -2.79420 0.00
F -2.56799 1.16722 -1.43300 0.00
F -5.38224 1.68699 -3.42324 0.00
F -0.25138 -2.26505 -1.17995 0.00
F -3.03285 3.57998 -0.89447 0.00
O 3.79499 -4.39908 0.26192 0.52
O -1.15450 1.98223 1.05263 0.00
O -0.78109 4.03121 -1.94033 0.00
O -0.04488 -2.50722 -3.94968 0.00
O -1.58268 -5.82182 1.78931 0.53
O 0.63176 7.43967 -2.61396 0.53
N -0.00027 -0.06385 -0.49252 0.00
N -1.71257 -7.08234 1.60313 0.39
N 3.70298 -3.90767 1.44244 0.40
N 1.05582 0.64980 -2.30640 0.00
N 2.41902 -2.72048 -3.47930 0.00
N 0.78320 -0.69923 -2.50064 0.00
N 0.67328 2.22947 -0.59813 0.00
N 0.61934 3.61456 1.47893 0.00
N 0.41532 7.86750 -1.42509 0.36
C 0.04953 10.70776 -1.01416 -0.02
C -3.27149 1.79577 -2.40339 0.00
C -1.59561 -7.87592 2.87458 0.01
C 0.57313 1.00517 -1.10274 0.00
C -1.43810 8.15281 0.24211 0.03
C 2.04257 -3.56799 3.30853 0.03
C -1.80749 3.88615 -2.88859 0.00
C -1.07175 9.84869 -1.59678 0.03
C 4.49831 -1.60717 1.15365 0.04
C 2.85376 8.04857 -1.38232 0.01
C 1.60829 8.58043 0.67353 0.02
C 6.10355 -3.53144 1.15150 0.00
C -2.80958 -7.42359 0.63463 0.01
C 3.11686 -1.08703 1.54782 -0.02
C -4.14473 -7.48366 1.38592 0.03
C -2.95601 -7.86149 3.57416 0.03
C 1.39031 3.25771 -1.35597 0.00
C 1.42022 10.10876 -1.32498 0.03
C 2.29952 -3.51646 1.79639 0.00
C 1.34494 -4.51198 1.15329 -0.02
C 2.03201 -2.11869 1.23957 0.06
C -4.09946 -8.31223 2.66870 -0.01
C 1.55990 8.65752 -0.85810 0.00
C -2.85184 -6.32362 -0.41931 -0.01
C 4.82916 -2.96940 1.76842 0.01
C -0.53952 -7.20717 3.74602 -0.01
C -0.98731 8.36856 -1.20810 0.02
C -3.07005 3.33996 -2.21210 0.00
C 0.14748 -1.02131 -1.37495 0.00
C -4.72731 1.29587 -2.33059 0.00
C 0.52533 3.90213 -2.44513 0.01
C 5.06704 -2.85159 3.27890 0.01
C -1.12482 -9.31280 2.61543 0.01
C -2.53298 -8.74400 -0.09473 0.02
C -4.85410 -0.24020 -2.13897 0.00
C -1.90007 7.53854 -2.09600 -0.02
B 0.02614 2.58020 0.71527 0.00
H -2.88989 -8.49607 4.46095 0.00
H 2.90885 -0.16521 0.99528 0.00
H -1.90161 -9.97003 2.23912 0.00
H 4.34682 -2.22301 3.79319 0.00
H -1.21592 7.13456 0.56561 -0.01
H -1.72462 6.48017 -1.89557 0.02
H 6.31657 -4.52567 1.54394 0.00
H 0.96814 -3.50621 3.48029 0.00
H 2.93482 6.99969 -1.09012 0.00
H 1.70717 4.01871 -0.64636 0.01
H -0.01049 11.70882 -1.44298 0.00
H -3.58158 -6.60549 -1.17959 0.00
H 1.59157 10.14674 -2.40511 0.00
H -4.01084 -9.37622 2.43583 0.00
H 0.42163 -7.17012 3.23092 0.00
H 5.27911 -0.89898 1.44046 0.00
H 2.17414 -3.26873 -2.65791 0.00
H 0.34802 3.61226 2.45340 0.00
H 6.04837 -2.40629 3.44126 0.00
H 0.06943 -3.39026 -4.32958 0.00
H -3.15738 -6.84375 3.92310 0.00
H 2.50495 -2.75842 3.86495 0.00
H 1.62371 3.71429 1.42449 0.00
H -2.04764 10.22349 -1.28066 0.00
H -0.78199 -9.73860 3.55825 0.00
H -2.51693 8.29725 0.29540 0.00
H 0.52457 3.31434 -3.37354 0.00
H -0.99097 8.84438 0.94826 0.00
H -2.05764 4.86498 -3.31730 0.00
H 1.06566 -1.77533 1.61683 0.00
H -1.04149 9.92362 -2.68796 0.00
H -1.51318 -8.76299 -0.48129 -0.01
H -1.72064 7.71924 -3.15290 0.00
H 1.37994 -4.47626 0.06628 0.02
H 2.59247 8.91227 1.00424 0.00
H 2.92249 8.11084 -2.46438 0.00
H 1.92962 -2.21662 0.15201 -0.01
H 0.88098 9.21377 1.16950 0.00
H -1.12411 1.15703 1.54463 0.00
H -3.14316 -5.36696 0.00534 0.00
H -0.28995 -9.32656 1.91406 -0.01
H -4.45135 -6.46278 1.63377 0.00
H 0.32748 -4.28825 1.47213 0.00
H 0.95929 4.88144 -2.68974 -0.01
H 4.54260 -1.70710 0.06314 0.01
H 3.09141 -0.81665 2.60631 0.00
H 2.30727 2.85718 -1.80684 0.00
H 5.06061 -3.83606 3.74645 -0.01
H 1.52308 1.18830 -3.01667 0.00
H 2.39571 -4.51370 3.72017 -0.02
H -0.08111 10.83270 0.06360 0.00
H -1.52477 3.23560 -3.71712 0.00
H -2.68224 -9.62448 0.52092 0.00
H 1.46212 7.55468 1.01554 -0.01
H 3.69171 8.59363 -0.94685 0.00
H -3.21826 -8.82630 -0.93823 0.00
H 2.21330 10.69495 -0.85489 0.00
H 6.93195 -2.87128 1.41105 0.00
H 3.34376 -2.32220 -3.34136 0.00
H 6.03652 -3.60003 0.06972 0.00
H -2.94203 7.77744 -1.88110 0.00
H -0.42195 -7.79628 4.65611 0.00
H -1.87769 -6.20623 -0.89609 0.00
H -4.82355 -0.49050 -1.07761 0.00
H -4.89632 -7.88260 0.70071 0.00
H -5.04557 -8.19779 3.19954 0.00
H 1.57386 -5.53166 1.46163 -0.01
H -0.82237 -6.19482 4.02079 0.00
```

Summary:
Orbital gap (spin up / spin down) ... 7.27 / 8.49 eV
Molar mass ... 935.765 g/mol
Charge ... +1
Expectation value of S² ... 3.76
2S+1 ... 4
HOMO energy (spin up / spin down) ... -9.7 / -10.9 eV



Entry from OMol25: a 12-piece molecular cluster, C36H68N3O49S11 overall at a distorted geometry (ωB97M-V/def2-TZVPD).

Structure (XYZ):
```
167
Properties=species:S:1:pos:R:3:mulliken_charge:R:1
S -0.50249 5.76484 -0.08847 1.06
S -4.58454 -2.04845 -10.09438 1.09
S 5.31861 3.05963 -4.12679 1.17
S 6.45783 -7.93258 -0.29173 1.02
S -4.91185 -2.99309 3.52776 0.96
S 2.03572 3.30275 5.03522 1.09
S 2.39532 -5.62717 -2.55215 1.16
S -0.41668 4.50167 8.71751 1.14
S -7.56689 -1.20676 7.13233 1.17
S 8.39134 2.95503 6.95627 1.09
S -6.33082 2.81557 -5.76283 1.05
O -5.72044 2.80737 -7.24068 -0.31
O 9.52156 3.69098 7.38492 -0.52
O -1.68740 5.01462 9.54215 -0.30
O -8.81530 -0.75609 8.02219 -0.30
O -7.56970 -2.62606 7.07548 -0.64
O -0.48403 3.08289 8.69745 -0.60
O 7.92089 3.53353 5.53542 -0.34
O 8.39816 1.53883 6.89804 -0.53
O -7.37119 1.61581 -5.95969 -0.33
O 2.74281 2.64577 6.30776 -0.30
O 1.45744 1.23704 -5.24885 -0.53
O 2.74287 -4.28302 -1.74131 -0.30
O -4.90984 -3.00886 -8.85305 -0.34
O 6.63597 3.92246 -4.37784 -0.31
O 7.29823 -7.98535 -1.64886 -0.31
O -0.85246 5.06498 7.28965 -0.21
O 1.88806 4.69357 5.25069 -0.57
O -4.62735 -2.79323 -11.29357 -0.54
O 1.22541 -1.02749 -5.24094 -0.17
O 5.29529 2.59680 -2.78791 -0.52
O -4.89797 -2.18602 4.90165 -0.23
O 4.21558 3.73404 -4.70573 -0.58
O 5.62936 -6.77604 -0.33449 -0.52
O -3.05680 -1.74267 -9.72285 -0.33
O -0.86575 6.55524 -1.43240 -0.33
O 2.30552 -6.60850 -1.30604 -0.33
O -8.08946 -0.63739 5.73524 -0.26
O 0.87882 5.44750 -0.10546 -0.48
O 5.70731 1.80641 -5.04370 -0.22
O 0.60673 2.60654 5.19936 -0.29
O -5.33063 2.38859 -4.84692 -0.48
O 5.54894 -9.22034 -0.55600 -0.32
O 1.09296 -5.48187 -3.10741 -0.59
O 0.46079 -2.58902 1.80998 -0.58
O -3.79076 -2.57371 2.75561 -0.44
O -0.41325 -1.65340 -6.63440 -0.60
O 7.10606 3.41426 7.79865 -0.32
O 0.73893 5.19402 9.14581 -0.56
O -4.61955 -4.44530 4.12507 -0.36
O 0.58531 -0.58331 2.85964 -0.33
O -6.22020 -2.98240 2.98532 -0.59
O -6.41692 -0.47492 7.51607 -0.56
O -1.13059 6.42459 0.99366 -0.55
O 7.30791 -8.19287 0.80646 -0.56
O -7.03853 4.02649 -5.57494 -0.55
O -1.32221 4.41730 -0.40923 -0.22
O 2.66734 2.78625 3.87038 -0.50
O -5.32425 -0.85058 -9.91218 -0.48
O 3.51289 -5.97135 -3.35066 -0.55
N 1.41340 0.00672 -2.11484 0.77
N 0.04253 -1.86066 -2.54289 0.24
N -0.93731 0.17480 -2.42924 -0.02
C -0.11352 -1.00316 -5.65504 0.32
C 7.61656 3.13959 -5.08068 -0.41
C 1.53932 1.44871 -1.88809 -1.28
C -1.32986 -1.99818 -3.07801 -1.21
C -5.00038 -3.11598 6.00301 -0.47
C 0.70917 1.51002 6.12441 -0.31
C 0.27202 -0.54450 -2.34847 -1.24
C 5.63489 -9.59311 -1.94094 -0.22
C -1.44895 -1.15863 1.71527 -0.62
C 1.64362 0.33059 0.83598 0.79
C -3.70688 -3.32810 -8.14378 -0.31
C -7.53940 1.34750 -7.36295 -0.34
C -2.24181 5.42134 7.31431 -0.34
C -2.23499 4.66596 -1.49130 -0.28
C -1.52320 5.68262 -2.36001 -0.31
C -2.47871 5.89659 8.73199 -0.40
C -6.18508 1.65262 -7.96025 -0.10
C 1.90955 0.15117 -5.54038 0.88
C 2.78171 -5.94849 -0.11082 -0.12
C -0.04804 -1.52961 2.11417 0.68
C 2.69926 1.82180 -0.96028 -0.96
C 3.21151 0.00265 -6.28041 -1.23
C -9.48980 -0.33458 5.83110 -0.32
C 1.76221 1.95211 7.11334 0.04
C -2.80992 -2.12769 -8.36356 0.06
C 1.82635 -0.17901 2.26297 -0.68
C 6.52200 3.84120 5.58450 -0.25
C 6.80518 2.16018 -5.90331 -0.39
C 7.04597 -9.21830 -2.34022 -0.33
C -4.26957 -4.34814 5.51732 -0.35
C -1.18350 -0.17962 -4.96618 -0.92
C 2.46972 -4.48621 -0.33584 -0.26
C -9.67736 0.10782 7.26616 -0.38
C -1.59487 -0.57249 -3.54208 0.45
C 2.39930 1.62676 0.53163 -1.15
C 6.27920 4.28170 7.01099 -0.20
H 1.71673 1.96738 -2.82518 0.53
H 2.45176 -1.06889 2.21829 0.28
H -2.14406 -1.38599 2.52084 0.27
H -6.05386 -3.30862 6.18523 0.49
H -4.55424 -2.69321 6.89874 0.41
H -6.23413 1.86770 -9.02305 0.35
H 7.15148 -9.07483 -3.41151 0.31
H 8.23619 2.62580 -4.34403 0.29
H 5.96269 2.93315 5.34760 0.24
H -1.47704 -0.10186 -1.60978 0.22
H -9.75834 0.43531 5.11430 0.30
H -2.45315 3.74221 -2.02000 0.25
H -2.20714 6.24895 -2.98545 0.32
H -7.84278 0.31665 -7.51767 0.32
H -3.18579 -4.23324 5.59064 0.27
H -2.82925 4.52894 7.08780 0.29
H 3.85696 -6.12433 -0.03109 0.23
H -3.27587 -4.23382 -8.57371 0.34
H 1.92628 2.51185 0.94321 0.41
H 2.20654 -0.61805 -2.06760 0.42
H 2.27592 -6.34944 0.76323 0.34
H -3.92970 -3.49773 -7.09367 0.29
H -5.48198 0.83678 -7.78971 0.09
H 1.34901 2.65193 7.84404 -0.04
H 2.34553 0.53597 2.88702 0.40
H 4.89476 -9.01492 -2.49841 0.21
H -9.34836 1.13767 7.41528 0.29
H -8.30982 2.01568 -7.75185 0.29
H 7.36844 1.27480 -6.18260 0.34
H 3.34818 0.93720 -6.80548 0.37
H 2.06135 -0.42104 0.17122 -0.09
H -2.62384 -0.22773 -3.49866 0.78
H 6.60590 5.31063 7.17291 0.30
H 8.24035 3.78376 -5.69301 0.31
H 3.12014 -0.82558 -6.97359 0.41
H 5.23825 4.18155 7.30665 0.21
H -2.11718 6.91566 8.87895 0.31
H 2.22469 1.11475 7.62921 0.35
H 6.39936 2.63220 -6.80027 0.31
H 3.64051 1.37207 -1.26106 0.40
H -1.76517 -2.35673 -8.21955 0.40
H -1.47986 -2.75836 -3.83563 0.48
H -2.06020 -0.27115 -5.58989 0.36
H -0.93059 0.87596 -4.95447 0.37
H 0.63249 1.87080 -1.47840 0.54
H -1.73861 -1.65154 0.79737 0.09
H 3.35422 1.55674 1.05028 0.47
H -3.09368 -1.29228 -7.71755 -0.15
H -3.52320 5.83677 9.02372 0.31
H 0.59605 0.47787 0.58347 -0.02
H 4.05449 -0.11856 -5.61069 0.25
H 3.08749 -3.82865 0.26840 0.27
H 6.28082 4.61464 4.86109 0.33
H -1.46279 -0.07871 1.57740 0.33
H -0.76271 5.21087 -2.98641 0.24
H -2.02748 -2.23729 -2.27833 0.41
H -10.70372 0.00256 7.60512 0.31
H 0.74958 -2.36556 -3.06515 0.31
H 1.02294 0.62334 5.56775 0.15
H -3.15773 5.07355 -1.07441 0.29
H 2.84415 2.88815 -1.10212 0.47
H -4.57305 -5.24741 6.04499 0.32
H 7.77094 -9.95876 -1.99822 0.29
H 1.41632 -4.26202 -0.15429 0.23
H -0.25056 1.32333 6.59556 0.40
H -10.05227 -1.24497 5.61578 0.29
H -2.44621 6.18772 6.57289 0.33
H 5.43147 -10.65313 -2.05831 0.32
```

Summary:
Orbital gap ... 9.61 eV
Molar mass ... 1679.649 g/mol
Charge ... +1
2S+1 ... 1
HOMO energy ... -12.0 eV